Record 1
{"formula": "C37H38GeHgN6O3", "method": "ωB97M-V/def2-TZVPD", "species": ["Hg", "C", "N", "C", "C", "C", "N", "C", "C", "C", "C", "C", "C", "C", "O", "C", "C", "C", "N", "C", "C", "C", "C", "C", "C", "C", "O", "H", "H", "H", "H", "H", "H", "H", "H", "H", "H", "H", "H", "H", "H", "H", "H", "H", "H", "H", "H", "H", "H", "H", "H", "H", "Ge", "C", "C", "C", "C", "C", "C", "C", "C", "C", "C", "C", "C", "H", "H", "H", "H", "H", "H", "H", "H", "H", "H", "H", "N", "C", "O", "C", "C", "N", "C", "N", "H", "H"], "xyz": [[-0.618, -1.459, -0.515], [-0.710, 3.955, -1.364], [-0.465, 2.534, -1.554], [-1.706, 1.844, -1.891], [-2.775, 1.986, -0.813], [-3.814, 0.873, -0.919], [-3.113, -0.370, -0.607], [-3.873, -1.565, -0.212], [-2.717, -3.837, -0.554], [-3.864, -4.611, -0.567], [-3.785, -5.997, -0.548], [-2.525, -6.587, -0.513], [-1.370, -5.822, -0.507], [-1.408, -4.413, -0.537], [-0.312, -3.714, -0.543], [0.542, 2.364, -2.594], [1.002, 0.943, -2.908], [1.989, 0.308, -1.938], [1.422, -0.240, -0.692], [2.270, -0.875, 0.045], [2.075, -1.428, 1.360], [3.171, -2.103, 1.935], [3.104, -2.651, 3.189], [1.896, -2.541, 3.907], [0.807, -1.903, 3.378], [0.849, -1.317, 2.084], [-0.165, -0.680, 1.611], [-1.269, 4.388, -2.213], [0.240, 4.481, -1.277], [-1.274, 4.130, -0.448], [-1.487, 0.787, -2.026], [-2.100, 2.220, -2.855], [-3.275, 2.955, -0.880], [-2.290, 1.903, 0.164], [-4.244, 0.837, -1.928], [-4.629, 1.055, -0.215], [-4.752, -1.710, 0.393], [-4.832, -4.121, -0.592], [-4.682, -6.601, -0.558], [-2.441, -7.668, -0.488], [-0.396, -6.294, -0.478], [1.418, 2.949, -2.291], [0.173, 2.811, -3.537], [1.540, 1.025, -3.858], [0.169, 0.262, -3.084], [2.747, 1.052, -1.673], [2.498, -0.506, -2.466], [3.294, -0.985, -0.339], [4.085, -2.187, 1.355], [3.954, -3.165, 3.615], [1.829, -2.970, 4.900], [-0.121, -1.811, 3.927], [0.874, 2.129, 1.294], [1.316, 1.683, 3.173], [2.577, 1.311, 3.636], [2.785, 0.978, 4.969], [1.728, 1.006, 5.867], [0.463, 1.374, 5.425], [0.262, 1.702, 4.092], [2.514, 2.990, 0.593], [2.482, 4.331, 0.199], [3.601, 4.957, -0.338], [4.783, 4.248, -0.503], [4.838, 2.915, -0.119], [3.716, 2.298, 0.418], [-0.020, 3.379, 1.553], [3.421, 1.285, 2.957], [3.773, 0.687, 5.303], [1.887, 0.735, 6.904], [-0.368, 1.396, 6.120], [-0.732, 1.975, 3.755], [1.568, 4.899, 0.330], [3.551, 6.001, -0.625], [5.656, 4.732, -0.923], [5.755, 2.352, -0.245], [3.781, 1.252, 0.702], [-2.246, -1.588, -5.000], [-2.253, -1.513, -3.629], [-1.165, -1.373, -3.024], [-3.497, -1.619, -2.948], [-3.406, -1.552, -1.528], [-2.719, -2.419, -0.497], [-4.733, -1.658, -3.631], [-5.737, -1.656, -4.211], [-3.114, -1.495, -5.499], [-1.406, -1.273, -5.452]], "forces_ev_per_angstrom": [[0.08, 0.08, 0.11], [-0.02, -0.04, 0.02], [0.01, 0.04, 0.01], [0.01, 0.02, 0.10], [-0.02, -0.05, -0.07], [-0.05, -0.09, -0.04], [0.14, 0.05, 0.14], [-0.08, 0.01, -0.02], [-0.10, 0.00, -0.02], [-0.02, -0.02, 0.00], [0.00, 0.02, 0.00], [0.07, 0.05, 0.00], [-0.12, -0.16, 0.00], [0.05, 0.12, -0.04], [-0.17, 0.01, -0.04], [0.09, 0.03, -0.05], [-0.02, 0.02, 0.15], [-0.02, -0.15, -0.05], [-0.25, -0.21, -0.26], [0.05, 0.12, 0.25], [0.14, -0.09, -0.17], [0.01, 0.00, 0.00], [-0.03, -0.01, 0.04], [0.02, 0.02, -0.03], [0.06, -0.03, 0.09], [-0.11, 0.32, -0.17], [0.02, -0.18, 0.15], [0.02, 0.02, -0.02], [-0.05, -0.03, -0.03], [-0.02, 0.00, -0.04], [-0.02, 0.01, -0.02], [-0.01, -0.01, -0.02], [0.02, 0.02, 0.04], [-0.04, 0.07, 0.02], [-0.02, -0.01, -0.01], [-0.01, -0.03, 0.03], [0.06, -0.01, 0.04], [0.00, 0.00, -0.02], [0.00, 0.01, 0.00], [0.01, 0.00, -0.01], [0.01, 0.02, 0.00], [-0.01, 0.02, -0.03], [-0.01, 0.01, 0.00], [-0.03, -0.06, -0.05], [0.02, 0.04, -0.05], [0.00, -0.04, 0.05], [0.03, 0.01, -0.02], [0.03, 0.03, 0.03], [0.00, 0.02, 0.01], [-0.01, 0.00, 0.01], [0.00, 0.00, 0.00], [0.00, 0.00, 0.01], [0.33, 0.38, 0.58], [-0.13, -0.19, 0.01], [-0.01, 0.03, -0.02], [-0.03, 0.00, -0.01], [0.00, 0.01, -0.03], [0.02, -0.01, -0.03], [0.08, -0.03, -0.01], [0.00, -0.09, -0.27], [0.09, -0.02, 0.07], [-0.03, -0.04, 0.02], [-0.02, -0.02, 0.02], [-0.02, 0.04, 0.00], [-0.01, 0.01, 0.02], [-0.27, -0.03, -0.19], [-0.01, -0.02, -0.01], [0.00, 0.00, -0.01], [0.00, 0.01, 0.00], [0.00, 0.00, -0.01], [-0.01, -0.02, 0.02], [0.05, 0.01, 0.03], [-0.01, 0.00, -0.01], [0.00, 0.00, -0.01], [0.00, 0.00, 0.01], [-0.01, 0.01, -0.01], [0.02, 0.03, 0.03], [-0.15, -0.08, 0.03], [0.06, -0.01, -0.10], [-0.33, -0.05, -0.22], [0.25, 0.19, -0.07], [0.19, -0.03, 0.00], [0.20, -0.01, 0.19], [0.01, -0.03, -0.06], [0.00, 0.00, 0.01], [0.01, -0.02, 0.01]], "s_squared": 0.754, "lumo_energy_ev": [2.54, 1.87], "total_charge": -1, "molar_mass_da": 887.950, "max_force_ev_per_a": 0.77, "spin_multiplicity": 2, "gap_ha": [0.25404, 0.23671], "e_tot_ha": -4217.21987}



Record 2
{"formula": "C37H38HfN4OPS", "method": "ωB97M-V/def2-TZVPD", "species": ["Hf", "C", "C", "C", "C", "C", "C", "C", "C", "C", "C", "H", "H", "H", "H", "H", "H", "H", "H", "H", "H", "H", "H", "H", "H", "C", "C", "C", "C", "C", "O", "C", "N", "C", "C", "C", "C", "C", "C", "P", "C", "C", "C", "C", "C", "C", "C", "C", "C", "C", "C", "C", "H", "H", "H", "H", "H", "H", "H", "H", "H", "H", "H", "H", "H", "H", "H", "H", "H", "H", "H", "H", "H", "H", "H", "H", "N", "C", "N", "C", "N", "S", "C"], "xyz": [[-0.697, -0.660, -0.127], [-2.496, 4.354, -2.063], [-2.987, 2.910, -1.869], [-4.512, 2.877, -1.814], [-2.308, 2.322, -0.653], [-2.971, 2.060, 0.543], [-2.287, 1.540, 1.641], [-0.894, 1.401, 1.645], [-0.133, 1.102, 2.910], [-0.205, 1.720, 0.457], [-0.929, 2.066, -0.702], [-2.947, 4.781, -2.957], [-1.412, 4.403, -2.172], [-2.784, 4.970, -1.210], [-2.650, 2.327, -2.735], [-4.891, 3.545, -1.039], [-4.904, 1.876, -1.629], [-4.916, 3.223, -2.764], [-4.036, 2.235, 0.621], [-2.830, 1.321, 2.555], [0.825, 0.625, 2.701], [-0.700, 0.463, 3.585], [0.073, 2.036, 3.437], [0.876, 1.801, 0.470], [-0.380, 2.292, -1.610], [-3.795, -0.653, -1.017], [-3.610, -2.163, -0.990], [-3.423, -2.717, 0.422], [-2.587, -2.561, -2.043], [-2.371, -4.043, -2.290], [-1.004, -4.065, -2.755], [-0.400, -2.956, -2.350], [-1.196, -2.073, -1.798], [1.041, -2.925, -2.662], [1.535, -4.059, -3.322], [2.841, -4.124, -3.771], [3.691, -3.048, -3.582], [3.227, -1.927, -2.911], [1.922, -1.849, -2.436], [1.560, -0.385, -1.427], [2.737, -0.446, -0.066], [2.264, -1.207, 1.017], [3.061, -1.330, 2.149], [4.302, -0.708, 2.200], [4.776, 0.016, 1.115], [3.999, 0.140, -0.026], [1.881, 1.056, -2.470], [2.335, 2.255, -1.920], [2.429, 3.390, -2.712], [2.064, 3.337, -4.051], [1.612, 2.145, -4.602], [1.519, 1.005, -3.817], [-4.532, -0.316, -0.287], [-4.121, -0.324, -2.004], [-2.900, -0.040, -0.820], [-4.557, -2.598, -1.326], [-2.438, -1.695, 1.960], [-3.405, -3.804, 0.414], [-4.289, -2.413, 1.010], [-2.908, -2.094, -2.980], [-3.003, -4.458, -3.068], [-2.425, -4.651, -1.388], [0.885, -4.902, -3.495], [3.187, -5.016, -4.274], [4.712, -3.081, -3.937], [3.901, -1.096, -2.738], [1.175, -2.863, 0.271], [2.730, -1.930, 2.989], [4.911, -0.806, 3.089], [5.751, 0.483, 1.157], [4.370, 0.704, -0.874], [2.631, 2.307, -0.879], [2.796, 4.313, -2.285], [2.143, 4.222, -4.668], [1.341, 2.099, -5.648], [1.177, 0.075, -4.256], [-2.211, -2.224, 1.123], [-1.187, -3.146, 1.423], [-1.197, -4.287, 0.873], [-0.135, -5.099, 0.979], [0.773, -5.808, 0.962], [0.145, -2.431, 2.374], [0.964, -1.925, 0.799]], "forces_ev_per_angstrom": [[-0.35, 0.41, 0.07], [0.00, -0.04, -0.01], [-0.03, 0.05, -0.02], [0.07, 0.00, 0.00], [0.03, -0.05, 0.03], [-0.05, -0.01, 0.05], [0.06, -0.05, -0.04], [0.12, -0.08, 0.12], [-0.04, 0.04, 0.03], [0.22, -0.18, -0.02], [0.13, -0.07, -0.11], [0.01, 0.00, 0.00], [0.00, 0.01, 0.00], [0.01, 0.00, 0.00], [0.00, -0.02, 0.00], [-0.01, -0.01, 0.00], [-0.02, 0.02, 0.00], [-0.02, 0.00, 0.00], [0.01, -0.01, 0.01], [-0.02, 0.01, -0.01], [0.00, 0.01, 0.01], [0.00, 0.00, 0.00], [0.00, 0.01, -0.02], [0.01, -0.02, 0.02], [-0.02, 0.03, 0.00], [-0.10, 0.10, 0.00], [-0.04, 0.00, 0.00], [-0.15, -0.07, -0.09], [-0.02, -0.11, -0.09], [-0.07, 0.07, 0.07], [0.02, 0.07, -0.01], [-0.11, -0.14, -0.05], [0.25, 0.06, 0.31], [0.16, -0.02, -0.05], [-0.08, -0.02, 0.01], [0.04, 0.01, -0.01], [-0.01, 0.01, 0.00], [-0.03, -0.03, 0.01], [0.06, 0.01, -0.03], [-0.30, 0.22, -0.01], [0.08, -0.04, 0.09], [0.17, 0.04, -0.05], [-0.08, 0.01, -0.01], [-0.01, 0.00, 0.02], [0.03, 0.02, 0.01], [-0.03, 0.00, -0.02], [0.05, -0.09, 0.01], [0.01, 0.00, 0.00], [0.00, 0.01, -0.01], [0.01, -0.01, 0.03], [-0.01, -0.01, -0.03], [0.00, 0.03, 0.02], [-0.01, -0.03, 0.00], [-0.03, -0.02, 0.00], [-0.04, -0.27, -0.03], [0.00, 0.01, -0.02], [0.05, 0.04, 0.00], [0.05, 0.00, 0.04], [0.03, 0.00, 0.05], [0.01, 0.03, 0.01], [0.02, 0.00, -0.03], [0.03, -0.02, -0.01], [0.00, 0.01, 0.01], [0.01, 0.00, 0.00], [0.00, -0.01, 0.00], [0.01, 0.00, 0.00], [0.01, 0.01, -0.01], [0.02, 0.00, 0.01], [0.00, 0.00, 0.00], [0.00, 0.00, 0.00], [0.00, -0.01, 0.01], [0.00, 0.02, -0.01], [0.00, 0.00, -0.01], [0.00, 0.00, 0.00], [0.00, 0.00, 0.00], [0.00, 0.01, -0.01], [-0.05, 0.12, -0.22], [0.22, -0.05, 0.19], [-0.22, -0.01, -0.12], [0.19, -0.02, 0.05], [-0.04, 0.00, -0.01], [-0.12, 0.01, -0.06], [-0.07, 0.03, -0.03]], "s_squared": 0.756, "lumo_energy_ev": [-5.98, -6.28], "total_charge": 2, "molar_mass_da": 796.269, "max_force_ev_per_a": 0.54, "spin_multiplicity": 2, "gap_ha": [0.22776, 0.28006], "e_tot_ha": -2514.06060}